ORCA calculation (ωB97M-V with the def2-TZVPD basis set) on a structure of composition C14H27CaN5O2P2 in a non-equilibrium geometry.

The energy above the lowest of the compared OMol25 structures with the same formula, charge and spin comes out at 0.767 eV. As for the expectation value of S²: 0.76. The net charge is +1. The calculation puts the frontier orbital gap (spin up / spin down) at 0.2389 / 0.1596 Ha. As for the spin multiplicity: 2. As for the HOMO energy (spin up / spin down): -9.1 / -9.1 eV.

The geometry in XYZ format:
```
51
Properties=species:S:1:pos:R:3:forces:R:3:lowdin_spin:R:1
Ca -0.105181 -0.626845 -0.148056 -0.74 0.51 0.79 0.02
P 0.856826 -0.737194 -3.057046 -0.15 1.05 -0.69 0.46
P -2.815382 -1.465581 0.955852 -1.13 0.79 0.55 0.00
O -0.889416 -0.261661 -2.295130 0.60 -0.82 -0.13 0.26
O 0.936673 -2.691190 0.310911 0.87 0.21 1.38 0.01
N -1.049031 1.261897 1.093314 1.00 0.14 -0.61 0.00
N 1.043934 1.546644 -0.720425 0.68 0.43 -1.07 0.00
N 1.162551 -1.079226 1.885110 0.23 -0.74 0.32 0.00
N 1.172478 0.512335 3.494969 0.41 -0.40 0.19 0.00
N 2.180957 -3.189342 2.185725 0.06 -0.07 0.00 0.00
C 0.897053 2.591467 0.323078 -0.25 0.04 -0.34 0.00
C 1.412506 -2.333926 1.435642 -0.53 0.33 -0.99 0.00
C 2.730205 -2.779570 3.368289 -0.39 0.46 -0.14 0.00
C 1.595689 -0.697350 3.092543 -0.78 0.64 -1.02 0.00
C -2.757679 1.281847 -1.950608 -0.39 -0.06 0.02 0.02
C -0.508061 2.613675 0.912708 -0.62 -0.16 0.25 0.00
C -3.103551 0.114021 1.774432 1.08 1.58 0.24 0.00
C 1.588777 0.981564 -3.066303 -0.32 -0.20 0.52 0.02
C -2.220391 1.199177 1.727583 -1.60 -1.07 0.59 0.00
C 2.456394 -1.528974 3.846746 0.62 -0.57 0.59 0.00
C -1.481178 0.970193 -2.709510 1.11 1.12 0.19 0.03
C -1.668430 1.054973 -4.202194 -0.18 0.18 -0.26 0.00
C 2.409277 -4.522181 1.649840 0.12 -0.48 -0.09 0.00
C 1.122387 1.901269 -1.951870 0.43 0.02 0.75 0.00
H 2.678068 0.869129 -2.933341 -0.39 0.05 -0.21 0.00
H 2.152906 -1.402068 -3.312416 -0.60 -0.13 0.17 0.16
H -4.019415 -1.444516 0.177882 0.45 -0.45 -0.01 0.00
H 2.871590 -1.163516 4.781773 -0.05 -0.27 -0.16 0.00
H -0.719842 1.761591 -2.430720 -1.27 -0.55 -0.41 0.00
H -0.709661 0.955833 -4.713388 -0.17 0.03 -0.18 0.00
H 3.355720 -3.533812 3.862728 -0.29 0.59 -0.10 0.00
H 0.930500 2.924099 -2.324527 0.35 -0.03 0.63 0.00
H -2.376156 0.322632 -4.606617 0.15 0.02 0.20 0.00
H -3.367419 -2.240237 2.018200 0.33 -0.28 -0.49 0.00
H -3.571691 0.660049 -2.344930 0.09 0.06 0.24 0.00
H -1.153776 3.246025 0.258968 0.21 -0.36 0.23 0.00
H -2.701910 1.189840 -0.855041 0.19 -0.17 -0.41 0.00
H 1.619073 2.373010 1.129536 -0.09 -0.01 -0.54 0.00
H 1.381311 1.436636 -4.041523 0.19 -0.05 0.25 0.00
H 0.346070 -0.816112 -4.371993 0.15 -0.29 0.45 0.01
H 1.099197 3.589192 -0.108849 0.18 -0.37 0.26 0.00
H 3.005740 -5.081831 2.369523 -0.09 -0.01 -0.10 0.00
H 1.455593 0.870299 4.387728 -0.04 0.05 0.11 0.00
H 0.455724 1.001613 2.963232 0.03 -0.28 -0.15 0.00
H 1.462570 -5.030434 1.467283 0.03 0.08 0.15 0.00
H -2.569926 2.081742 2.306462 0.22 -0.23 -0.39 0.00
H -4.009263 0.265284 2.365878 0.29 -0.19 -0.21 0.00
H -0.443134 3.142610 1.883965 -0.08 0.08 -0.27 0.00
H -2.057470 2.052325 -4.418628 0.02 -0.07 -0.16 0.00
H 2.932296 -4.475603 0.696087 0.06 0.11 0.06 0.00
H -3.014102 2.330197 -2.162872 0.03 -0.26 0.01 0.00
```
Positions in Å, forces in eV/Å.

---

ORCA calculation (ωB97M-V with the def2-TZVPD basis set) on the ion C30H40N5O4 with charge +1 in a non-equilibrium geometry.

The energy above the lowest of the compared OMol25 structures with the same formula, charge and spin comes out at 0.026 eV. The net charge is +1. The calculation puts the frontier orbital gap at 0.2626 Ha. As for the spin multiplicity: 1. As for the HOMO energy: -9.5 eV. As for the structure (SMILES): COc1cc(C[C@@H]2C(=O)N(C)C(C)(C)N2/C=C/[C@H](c2ccccc2)[N+]2=C3NCCN3CC2)cc(OC)c1OC.

The geometry in XYZ format:
```
79
Properties=species:S:1:pos:R:3:forces:R:3:mulliken_charge:R:1
O 1.595963 -2.313317 3.672656 -1.04 0.69 -0.23 -0.71
O 4.502103 2.296809 3.702019 -0.64 0.63 -0.19 -0.43
O 5.178119 -1.795883 1.733860 -0.39 -0.15 -0.81 -0.42
O 6.151689 0.526620 2.614004 0.31 -0.13 0.29 -0.52
N -3.732647 2.808517 1.549622 -0.85 -0.86 -1.58 0.08
N -4.893803 1.990793 -0.364847 0.36 -0.89 1.18 0.30
N -1.498828 -0.802577 2.900588 -0.67 0.37 -0.39 0.47
N -3.621078 3.797299 -0.504349 0.19 -0.77 0.59 -0.06
N -0.636638 -2.774415 3.635025 0.46 0.14 -0.25 0.36
C 3.919128 1.380800 2.881143 0.25 -0.72 -0.52 0.58
C 4.645512 -3.096423 1.404094 0.05 0.57 -0.02 -0.77
C -8.852283 0.900532 2.057217 0.36 -0.55 -0.09 -0.35
C -6.857732 2.235871 1.935654 -0.74 0.42 0.32 -0.33
C -0.473830 -4.147817 4.052966 -0.32 -0.46 0.10 -1.00
C 4.318783 -0.740815 1.725669 0.07 0.63 0.80 0.82
C -8.242042 2.141074 1.961060 0.11 0.01 0.01 -0.91
C -4.502830 1.486943 2.323255 0.53 0.07 2.02 0.30
C -5.160674 2.472801 -1.659277 -0.58 -0.56 -1.60 -0.52
C -4.381833 3.760766 -1.726455 0.47 1.45 -1.16 -0.64
C 0.592404 -0.088965 1.748020 0.24 -0.03 -0.50 -0.91
C -3.005126 4.823803 0.324172 -0.48 0.23 -0.51 -0.49
C 2.548472 1.233064 2.625279 -0.13 0.29 0.44 -0.58
C 0.439634 -1.959646 3.471000 0.98 -0.68 0.28 0.06
C -4.055653 2.800644 0.259762 -0.27 -0.56 1.46 0.09
C -6.649153 -0.143060 1.890193 -0.05 -0.07 0.16 0.34
C -2.475452 -2.955451 2.025902 0.19 -0.13 -0.16 -1.39
C -6.031728 1.140227 2.018452 0.66 -0.09 -0.47 -0.17
C 2.972225 -0.780472 1.349448 -0.22 -0.62 0.26 -0.90
C -1.913455 -2.210831 3.247419 -0.37 0.65 -0.14 0.18
C -8.064897 -0.255746 1.991217 0.70 0.40 -0.09 -0.85
C -2.871468 -2.277668 4.450690 0.11 -0.10 0.09 -1.54
C -3.655633 0.244786 2.331026 0.35 -0.13 -0.60 0.04
C 2.076476 0.129232 1.908993 0.55 0.49 -0.69 -0.17
C 4.817998 0.427643 2.345005 -0.34 -0.48 0.93 0.72
C -0.060901 -0.589679 3.027080 0.05 -0.03 0.64 0.41
C -2.303530 0.258550 2.536394 -0.19 -0.99 0.03 -0.18
C 3.708571 3.397272 4.192128 0.27 -0.64 -0.29 -0.86
C -2.929997 4.149680 1.694264 -0.14 -1.30 1.80 -0.50
C 6.632539 0.015553 3.892337 -0.56 0.28 -0.80 -0.56
H -8.830686 3.047110 1.947847 -0.08 0.01 -0.06 0.42
H 6.396095 -1.050554 3.975003 0.07 0.18 0.05 0.21
H -0.890848 -4.840669 3.320344 -0.01 0.06 -0.06 0.35
H -1.874641 3.951622 1.964063 -0.69 -0.15 0.00 0.21
H 3.242241 3.953353 3.364414 0.14 -0.17 0.20 0.33
H -1.723568 -2.994427 1.224275 -0.18 0.10 0.23 0.33
H 6.178044 0.589160 4.706221 0.12 -0.14 -0.05 0.22
H 0.401670 -0.818050 0.945532 0.03 0.17 0.18 0.34
H 2.938936 3.040746 4.892604 0.16 0.10 -0.17 0.32
H -3.689744 -1.549381 4.399099 0.25 -0.19 -0.05 0.23
H 2.594240 -1.603188 0.733729 0.10 0.16 0.50 0.29
H 4.425854 4.031697 4.713134 -0.21 -0.01 -0.04 0.26
H 4.318288 -3.126970 0.354853 0.12 -0.07 0.25 0.32
H 0.102090 0.845849 1.457104 0.05 -0.04 -0.03 0.44
H -3.672138 5.691827 0.376083 0.33 0.11 -0.15 0.26
H -6.218392 2.631607 -1.828891 -0.30 0.07 0.06 0.34
H -3.399119 4.746764 2.494589 0.30 -0.25 -0.39 0.37
H -5.026693 4.618446 -1.834165 -0.39 0.43 0.24 0.30
H 1.834979 1.969027 3.014944 0.27 -0.33 -0.02 0.38
H -4.195801 -0.715841 2.189551 0.53 0.99 0.49 -0.41
H -6.399216 3.204958 1.852440 0.06 0.38 0.24 0.32
H 7.709698 0.174934 3.854863 -0.13 -0.08 0.14 0.27
H -8.553784 -1.242835 2.042688 0.49 0.57 -0.24 0.38
H -9.928779 0.816308 2.135415 0.05 0.02 0.03 0.41
H -5.271143 1.132746 0.030236 0.20 0.56 -0.26 0.08
H -1.743570 1.190319 2.327811 -0.38 -0.49 0.65 0.36
H 5.480906 -3.778407 1.558635 -0.15 0.02 -0.08 0.27
H -6.095948 -1.078915 1.666398 -0.21 0.80 0.64 0.34
H -3.295184 -3.288293 4.504665 -0.04 0.25 -0.02 0.43
H -3.728206 3.803038 -2.578421 0.36 -0.12 -0.45 0.35
H -2.005054 5.087790 -0.049113 -0.44 0.10 0.14 0.36
H -4.832404 1.745679 -2.390169 0.16 -0.05 -0.42 0.36
H -2.716936 -3.990469 2.305643 -0.02 0.32 -0.08 0.48
H 0.136896 0.118128 3.856954 0.08 -0.22 -0.33 0.19
H -3.379453 -2.490532 1.621016 0.15 -0.08 0.17 0.22
H 0.579082 -4.390438 4.168196 0.05 0.34 -0.08 0.34
H -4.534698 1.907096 3.369738 -0.02 -0.23 -1.16 0.36
H -2.290260 -2.136162 5.372481 -0.25 0.22 -0.24 0.40
H 3.807290 -3.360620 2.066321 0.20 0.17 -0.14 0.29
H -0.962598 -4.345647 5.009404 -0.04 0.13 0.00 0.30
```
Positions in Å, forces in eV/Å.

---

ORCA calculation (ωB97M-V with the def2-TZVPD basis set) on a structure of composition C39H29F15GeN7O2RhS3 in a non-equilibrium geometry.

The energy above the lowest of the compared OMol25 structures with the same formula, charge and spin comes out at 0.000 eV. The net charge is 0. The calculation puts the frontier orbital gap at 0.2377 Ha. As for the spin multiplicity: 1. As for the HOMO energy: -6.6 eV.

The geometry in XYZ format:
```
97
Properties=species:S:1:pos:R:3:forces:R:3:mulliken_charge:R:1
Rh -1.124659 0.145791 -0.153301 -0.28 -1.14 -0.12 0.61
Ge 2.704585 -0.546674 -1.140573 -0.02 0.00 0.10 1.59
S -1.788673 2.062219 -1.156865 -0.09 0.43 -0.07 -0.44
S 0.897825 0.596376 -1.402524 -0.06 0.03 -0.19 -0.85
S -3.214789 0.175603 0.919512 -0.12 -0.22 0.18 0.00
F 3.047810 1.373285 1.209090 -0.08 -0.04 0.08 0.14
F 6.624936 2.786264 -2.593430 0.00 0.00 0.00 -0.31
F 2.176294 -3.090401 -5.826793 -0.01 0.00 -0.01 -0.31
F 4.576952 3.536987 1.573228 0.00 -0.02 -0.02 -0.36
F 4.075865 -2.904681 3.506630 0.01 0.00 0.01 -0.35
F 6.374335 4.265727 -0.330024 0.00 -0.01 0.00 -0.32
F 1.222639 -1.581906 -3.842293 -0.04 0.01 -0.02 -0.31
F 6.323618 -3.418408 -3.633067 -0.01 0.00 0.00 -0.30
F 5.117352 0.620313 -2.964316 0.01 0.03 -0.01 -0.30
F 0.981016 -5.096309 0.726234 0.13 0.01 0.01 -0.38
F 4.336064 -0.948739 1.708369 0.01 0.06 -0.02 -0.37
F 5.378698 -1.883331 -1.629537 -0.01 -0.01 -0.01 -0.37
F 4.721635 -4.018799 -5.744548 0.00 0.00 0.00 -0.31
F 2.397324 -4.980740 3.042250 0.00 0.00 0.00 -0.34
F 1.215437 -3.130174 -1.087085 0.15 -0.08 -0.10 -0.67
O -0.508989 -1.886790 0.376320 -0.50 0.31 0.54 0.57
O -1.594517 -3.795026 0.738060 -0.23 -0.08 0.05 -1.14
N 0.644771 4.352828 0.577964 0.01 -0.05 0.03 0.12
N -5.862553 -2.589806 0.976584 0.02 0.02 0.02 -0.36
N -4.294923 -4.269509 0.594527 0.05 0.22 0.16 -0.03
N -0.357711 0.925703 1.552181 0.32 0.66 -0.03 1.29
N -4.045009 -2.840303 2.379081 0.14 0.01 -0.10 -0.34
N 1.513182 5.727593 -1.152743 -0.02 -0.02 -0.01 -0.63
N -1.870081 -1.155556 -1.684201 0.53 0.26 0.09 -0.41
C -4.722632 -3.224058 1.291662 -0.06 -0.10 -0.10 0.36
C 2.965708 -2.775458 -4.797237 0.00 -0.01 0.01 0.04
C 5.628361 3.177753 -0.501633 0.00 0.01 0.01 0.85
C -0.596460 2.178513 1.939685 0.10 -0.04 0.06 -0.27
C 5.076323 -2.949059 -3.679940 0.00 -0.01 0.01 0.16
C 4.262113 -3.254827 -4.756947 0.00 -0.01 0.00 0.66
C 1.910112 -3.028371 0.057946 0.08 0.00 0.04 -0.43
C 3.946757 1.671838 0.265432 -0.04 0.03 -0.03 -0.28
C -2.856116 -3.477276 -1.903430 0.02 -0.05 -0.04 -0.95
C -0.029739 5.254443 2.737770 0.01 -0.04 0.03 -0.90
C 5.753611 2.421859 -1.651564 0.01 -0.02 -0.01 0.02
C 1.359127 6.783824 -0.359398 -0.02 0.01 0.01 -0.33
C -3.186594 2.614524 -0.242275 0.04 -0.11 -0.03 0.68
C 3.465652 -1.929351 1.440437 -0.03 -0.02 0.01 0.33
C -0.002288 2.733031 3.068931 0.02 0.01 -0.03 0.38
C -4.364381 -3.756700 -1.856064 -0.03 0.02 -0.11 -0.48
C -1.424849 -2.722652 0.134979 -0.06 0.10 -0.17 0.12
C -0.214003 4.143549 3.455976 -0.05 0.01 -0.04 -0.95
C 2.495620 -1.985325 -3.761011 0.04 -0.03 0.03 -0.27
C 0.492887 5.415059 1.367779 -0.03 0.03 0.01 1.09
C 0.839640 6.686527 0.918073 0.02 0.00 0.00 -0.75
C -2.415257 -2.326472 -0.984663 -0.08 -0.09 0.09 0.84
C 4.715839 2.800894 0.467680 -0.02 0.04 0.01 -0.32
C 1.040780 0.611958 3.445808 0.05 -0.04 -0.03 -1.26
C -3.786892 1.825462 0.651619 0.04 -0.01 0.04 0.30
C 0.802623 1.915066 3.847767 0.00 0.04 0.02 -0.73
C 3.359167 -2.940931 2.380139 -0.01 0.04 0.01 0.40
C 4.051825 0.875169 -0.863440 0.03 -0.04 0.00 -0.18
C 2.725013 -1.926837 0.271911 -0.03 -0.04 -0.07 0.19
C 0.470918 0.160295 2.275949 -0.15 -0.10 0.04 -1.07
C -4.949831 2.272152 1.495224 -0.01 0.02 -0.02 -1.63
C 1.779650 -4.058287 0.968853 -0.02 -0.09 -0.04 0.41
C 4.966235 1.293770 -1.814063 0.02 -0.03 0.01 0.36
C -3.623450 4.028838 -0.518419 -0.01 0.01 0.01 -1.58
C 1.133864 4.560107 -0.637814 0.02 -0.02 0.04 -0.26
C -4.825032 -4.652703 -0.707593 0.03 -0.08 -0.02 -1.27
C 2.505521 -4.003863 2.145139 -0.02 -0.01 -0.02 0.72
C 3.285514 -1.644510 -2.678386 0.00 0.06 -0.06 -0.07
C 4.569908 -2.158199 -2.667320 0.00 -0.03 0.02 0.64
H -2.511722 -0.770941 -2.369662 -0.03 0.14 0.10 0.39
H -0.518664 4.287876 4.488628 0.00 0.00 0.00 0.42
H -3.098714 -3.194539 2.456674 0.03 0.00 -0.01 0.30
H 1.659822 7.743603 -0.765893 0.01 0.00 0.00 0.42
H -0.991874 -1.384794 -2.149892 -0.07 0.00 -0.17 0.14
H -2.602906 -3.208640 -2.930777 0.06 0.00 0.00 0.47
H -4.634736 2.986119 2.262131 0.00 -0.01 0.01 0.26
H 1.687284 -0.043613 4.012362 0.00 0.00 0.00 0.55
H -3.287568 -4.440145 0.723661 0.14 -0.01 -0.04 0.38
H -3.025519 4.469288 -1.315521 -0.01 -0.01 0.00 0.46
H -3.507349 4.657730 0.369281 0.00 0.00 0.00 0.29
H -6.260398 -2.740975 0.066442 0.00 0.01 0.00 0.26
H -3.294870 -1.944704 -0.457624 0.04 0.02 0.01 -0.22
H -2.286397 -4.381130 -1.672217 -0.05 -0.01 0.02 0.25
H -6.009039 -1.673560 1.369723 0.00 0.01 0.00 0.27
H -4.898116 -2.800279 -1.824894 0.02 0.01 -0.04 0.20
H 0.719877 7.559781 1.544681 0.00 0.00 0.00 0.40
H 0.631901 -0.841711 1.903977 0.04 0.01 0.00 0.86
H -5.914837 -4.703403 -0.657232 0.00 -0.02 0.00 0.38
H -5.407708 1.427044 2.010379 -0.01 -0.01 0.00 0.34
H -1.276844 2.749077 1.330045 0.02 0.02 -0.04 0.23
H -4.673381 4.072860 -0.818022 0.00 0.00 0.01 0.37
H -4.485144 -5.672712 -0.885473 0.02 0.01 0.04 0.44
H -4.161883 -1.884974 2.687178 0.06 0.06 -0.05 0.28
H 1.224420 3.683560 -1.269497 0.02 -0.05 -0.01 0.45
H -4.673901 -4.250649 -2.779396 -0.03 0.01 -0.01 0.53
H -5.719548 2.758825 0.891605 0.00 0.01 0.01 0.34
H -0.219296 6.194144 3.245758 0.00 0.00 0.00 0.35
H 1.263413 2.305535 4.747252 0.00 0.00 0.00 0.50
```
Positions in Å, forces in eV/Å.